(1)
Here is 3 unconnected molecules or ions with the total composition C4H11NO3 at a distorted geometry from the OMol25 dataset. Energies are from wB97M-V/def2-TZVPD.

Positions of all 19 atoms, in Å:
C: 0.502 -2.290 0.163
N: -0.668 -1.388 0.257
O: 2.034 -0.241 -1.762
H: -2.792 -0.100 1.108
H: 1.183 -2.040 0.972
H: 2.825 -0.084 -2.287
O: -1.416 3.075 -0.466
H: 0.117 -3.299 0.292
C: -0.675 -0.101 0.649
H: -1.680 3.603 -1.250
H: -1.996 1.556 0.866
O: 1.844 0.521 0.554
H: 0.334 1.379 -0.562
H: 0.928 -2.128 -0.820
C: -1.897 0.482 0.926
H: 0.320 1.751 1.057
H: 2.142 0.163 -0.353
C: 0.503 0.899 0.411
H: -1.610 -1.756 0.245

Its spin multiplicity is 2. As for the total energy: -11942.90428 eV. The net charge is +1. The calculation puts the energy above the lowest of the compared OMol25 structures with the same formula, charge and spin at 8.137 eV. Its lowest unoccupied orbital energy (alpha / beta) is -8.74 / -8.94 eV. As for the expectation value of S²: 1.370.

Listed below, in e, are the Löwdin charges computed for each atom: 0.0257, 0.1009, -0.1006, 0.1116, 0.1108, 0.0276, 0.0408, 0.1096, -0.2000, 0.0591, 0.0648, 0.0088, 0.1520, 0.0900, 0.2643, 0.1305, 0.0180, -0.1722, 0.1584

(2)
Here is 2 unconnected molecules or ions with the total composition C4H11NO3S at a distorted geometry from the OMol25 dataset. Energies are from wB97M-V/def2-TZVPD.

Positions of all 20 atoms, in Å:
H: -2.937 0.361 2.571
H: 1.188 0.907 -1.985
H: -1.130 -1.911 0.735
C: 2.260 0.778 -0.128
H: -0.915 -1.956 -1.770
C: -0.439 -1.154 1.039
H: 2.678 1.770 -0.274
H: 0.214 1.342 -0.585
O: -0.140 1.312 1.855
S: -1.135 0.390 1.413
H: 2.984 0.033 -0.450
O: -2.063 -0.010 2.690
H: -0.383 -0.641 -2.830
N: 0.526 -0.712 -0.980
O: -2.047 0.813 0.386
C: 0.980 0.635 -0.936
C: -0.633 -0.905 -1.796
H: -1.480 -0.277 -1.499
H: 0.421 -1.421 1.615
H: 2.049 0.645 0.928

As for the total energy: -22790.68678 eV. The net charge is 0. The calculation puts the energy above the lowest of the compared OMol25 structures with the same formula, charge and spin at 3.407 eV. Its lowest unoccupied orbital energy (alpha / beta) is -0.79 / -0.48 eV.

Listed below, in e, are the Löwdin charges computed for each atom: 0.0784, 0.1317, 0.0588, -0.0866, 0.0793, -0.0386, 0.0751, 0.0952, -0.2716, 0.5428, 0.0736, -0.1660, 0.0929, -0.0278, -0.3023, -0.3493, -0.1657, 0.0675, 0.0601, 0.0523

(3)
Here is 2 unconnected molecules or ions with the total composition C4H11NO3S at a distorted geometry from the OMol25 dataset. Energies are from wB97M-V/def2-TZVPD.

Positions of all 20 atoms, in Å:
S: -1.678 -0.020 -0.183
H: 1.450 2.720 0.284
H: -0.105 -1.013 -2.228
H: 0.612 -2.380 -1.122
N: 0.935 0.746 0.527
H: 1.892 0.448 0.856
H: -2.437 1.827 0.880
H: 2.180 1.819 -1.021
H: -0.630 -2.231 1.012
H: 0.936 -1.645 1.668
H: 0.334 2.300 -0.858
C: 0.084 -0.297 0.284
O: -2.416 -1.226 -0.226
O: -2.282 0.868 1.110
H: -0.447 -0.822 2.373
C: -0.030 -1.315 1.416
C: 0.640 -1.386 -1.565
H: 1.664 -1.150 -1.627
O: -1.936 0.899 -1.261
C: 1.232 1.858 -0.321

As for the total energy: -22790.48725 eV. The net charge is 0. The calculation puts the energy above the lowest of the compared OMol25 structures with the same formula, charge and spin at 3.607 eV. Its lowest unoccupied orbital energy is 0.63 eV.

Listed below, in e, are the Löwdin charges computed for each atom: 0.6199, 0.0586, 0.0091, 0.0245, -0.1029, 0.1614, 0.1049, 0.1175, 0.1134, 0.0503, 0.0976, -0.4529, -0.2585, -0.2117, 0.1190, -0.0960, 0.0907, 0.0015, -0.3139, -0.1324

(4)
Here is 2 unconnected molecules or ions with the total composition C4H11NO3S2 at a distorted geometry from the OMol25 dataset. Energies are from wB97M-V/def2-TZVPD.

Positions of all 21 atoms, in Å:
H: -3.129 -1.250 -2.506
C: 2.288 1.070 1.052
H: 3.051 1.091 1.891
C: -1.227 -1.007 -1.538
S: -0.211 -0.034 -0.336
N: -3.056 0.383 1.010
H: 3.966 -1.437 -0.848
H: 2.558 1.983 0.424
H: -2.471 1.140 0.743
O: -0.629 1.352 -0.365
H: -3.642 0.355 1.893
H: -2.401 -0.347 1.283
S: 4.011 -0.192 -0.679
H: -0.710 -1.837 -1.822
O: -0.193 -0.540 1.030
H: 1.245 1.234 1.463
H: -2.929 0.166 -1.150
H: 2.158 -1.043 0.840
C: -2.458 -0.644 -1.860
O: 1.401 -0.264 -0.797
C: 2.380 -0.177 0.271

As for the total energy: -33626.51306 eV. The net charge is 0. Its SMILES is C=CS(=O)(=O)O[C@H](C)S.N. The calculation puts the energy above the lowest of the compared OMol25 structures with the same formula, charge and spin at 2.514 eV. Its lowest unoccupied orbital energy is 0.32 eV.

Listed below, in e, are the Löwdin charges computed for each atom: 0.0880, -0.1480, 0.1050, -0.1828, 0.7096, 0.0057, -0.2047, 0.1058, -0.0222, -0.2975, 0.0600, -0.0072, 0.8170, 0.0440, -0.3259, 0.0853, 0.0814, 0.0954, 0.0150, -0.3253, -0.6987

(5)
Here is 2 unconnected molecules or ions with the total composition C4H11NO3Si at a distorted geometry from the OMol25 dataset. Energies are from wB97M-V/def2-TZVPD.

Positions of all 20 atoms, in Å:
C: 0.068 1.894 0.803
N: -1.280 1.494 -2.061
H: 0.923 2.440 0.650
C: -1.304 1.886 -3.202
H: -1.973 -0.042 -0.426
H: 3.206 -1.576 0.961
H: -2.842 -1.739 -0.372
O: 0.713 0.683 1.196
C: 2.778 -1.986 1.875
C: -1.923 -1.101 -0.309
H: 3.078 -3.042 1.903
H: -0.287 1.689 -0.171
O: 1.408 -1.864 1.506
H: -1.805 1.273 -3.980
O: -1.157 -1.367 0.850
H: -1.420 -1.539 -1.106
H: -0.974 2.787 -3.734
Si: 0.207 -0.811 1.530
H: -0.564 2.334 1.446
H: 3.149 -1.410 2.641

As for the total energy: -19833.50249 eV. The net charge is 0. The calculation puts the energy above the lowest of the compared OMol25 structures with the same formula, charge and spin at 0.647 eV. Its lowest unoccupied orbital energy (alpha / beta) is 0.71 / -0.93 eV.

Listed below, in e, are the Löwdin charges computed for each atom: -0.0912, 0.1301, 0.0633, -0.1597, 0.0324, 0.0841, 0.1026, -0.2305, -0.1046, -0.1334, 0.0918, 0.0176, -0.2355, 0.0811, -0.2421, 0.0518, 0.0776, 0.3576, 0.0552, 0.0519

(6)
Here is a single C4H11NO4 molecule at a distorted geometry from the OMol25 dataset. Energies are from wB97M-V/def2-TZVPD.

Positions of all 20 atoms, in Å:
H: -0.151 -1.315 1.953
H: 0.045 -1.091 -2.578
H: 2.196 -1.073 2.749
O: -2.437 -0.272 -1.421
H: 2.381 0.431 1.854
H: -1.227 0.824 0.765
H: 2.204 -1.105 0.980
C: 1.867 -0.536 1.851
H: 1.416 1.195 -0.136
C: -0.230 0.469 0.489
H: -2.935 0.013 -2.207
H: -0.322 1.773 -1.536
H: -0.668 -1.287 -0.307
C: -1.142 0.089 -1.742
C: 0.362 -0.354 1.853
O: -0.734 -0.601 -2.877
N: -0.191 -0.433 -0.590
O: -1.092 1.444 -2.026
H: 0.070 0.262 2.710
O: 0.588 1.568 0.216

As for the total energy: -14006.18549 eV. The net charge is 0. Its SMILES is CC[C@@H](O)NC(O)(O)O. The calculation puts the energy above the lowest of the compared OMol25 structures with the same formula, charge and spin at 0.953 eV. Its lowest unoccupied orbital energy is 0.71 eV.

Listed below, in e, are the Löwdin charges computed for each atom: 0.0966, 0.1001, 0.0744, 0.0642, 0.0700, 0.1524, 0.0717, -0.1290, 0.1115, -0.4160, 0.1242, 0.0874, 0.1281, -0.6783, -0.1558, 0.0537, 0.0901, 0.0792, 0.0986, -0.0231